# C4H7NS

An isolated molecule of C4H7NS at a distorted geometry (ωB97M-V/def2-TZVPD, the OMol25 dataset).

**Energy above the lowest of the compared OMol25 structures with the same formula, charge and spin**: 451.3 kJ/mol
**Orbital gap**: 7.947 eV
**E_HOMO**: -7.6 eV
**Calculated total energy**: -609.38659 hartree
**Strongest force on any atom**: 3.85 eV/A

Geometry as XYZ:
```
13
Properties=species:S:1:pos:R:3:forces:R:3
C -1.72066 -0.78165 -1.18083 0.8 -1.2 0.3
C 0.57269 0.06940 -0.04540 1.1 -0.3 2.1
C 0.72614 0.67432 1.38055 1.1 -3.6 -0.6
C 0.17171 0.88304 -1.02377 0.5 0.3 0.9
N 0.58174 -1.32650 -0.18168 -0.1 1.3 -1.9
S -1.00181 -1.97840 -0.43796 -1.9 1.2 -1.3
H -2.70505 -0.74975 -1.56997 -0.9 -0.5 0.0
H 0.33543 0.04349 2.18954 -0.2 0.0 -0.3
H 1.73856 0.92770 1.66924 0.5 -0.2 -0.3
H 0.23588 1.54655 1.33350 -2.0 3.3 0.3
H -0.15351 1.82098 -0.59742 0.2 0.6 -0.7
H 0.33697 0.77204 -2.07359 -0.5 -0.4 -0.3
H 0.88190 -1.90122 0.53779 1.4 -0.6 1.9
```
Positions in Å, forces in eV/Å.